[1]
DFT (the ωB97M-V functional and the def2-TZVPD basis) results for one molecule with the formula C19H23N3O2S in a non-equilibrium geometry.

The calculation puts the lowest unoccupied orbital energy at 0.24 eV. For the HOMO energy, the calculation gives -7.8 eV. Its SMILES is CCNC(=S)N/N=C/c1ccc(OCCOc2ccccc2C)cc1. The calculation puts the energy relative to the best compared isomer or geometry (same formula, charge and spin) at 315.5 kJ/mol.

Last column: Mulliken charge in e.
Atoms and positions in Å:
C1 -4.94 -2.45 -0.03  -1.02
C2 -5.14 -1.53 1.17  -0.39
N1 -6.19 -0.57 0.95  -0.18
C3 -6.15 0.59 0.29  0.19
S1 -7.54 1.48 0.06  -0.48
N2 -5.00 1.13 -0.20  -0.30
N3 -3.79 0.54 -0.21  0.00
C4 -2.81 1.17 -0.73  -0.50
C5 -1.49 0.59 -0.80  0.78
C6 -1.23 -0.70 -0.32  -0.67
C7 0.04 -1.24 -0.39  -0.42
C8 1.09 -0.49 -0.93  0.93
O1 2.37 -0.92 -1.03  -0.43
C9 2.81 -2.04 -0.29  -0.63
C10 4.30 -1.84 0.00  -0.72
O2 4.53 -0.96 1.08  -0.56
C11 3.96 0.30 0.94  0.38
C12 2.83 0.59 1.70  -0.35
C13 2.23 1.83 1.62  -0.59
C14 2.75 2.79 0.78  -0.62
C15 3.89 2.52 0.05  -0.53
C16 4.52 1.28 0.12  1.09
C17 5.77 1.02 -0.67  -1.80
C18 0.83 0.79 -1.41  -0.48
C19 -0.43 1.32 -1.35  -1.00
H1 -4.60 -1.88 -0.88  0.26
H2 -4.20 -3.21 0.20  0.30
H3 -5.88 -2.95 -0.28  0.38
H4 -5.41 -2.11 2.06  0.41
H5 -4.21 -0.99 1.38  0.26
H6 -7.14 -0.86 1.17  0.22
H7 -5.12 2.04 -0.63  0.24
H8 -2.94 2.17 -1.15  0.31
H9 -2.04 -1.27 0.09  0.29
H10 0.20 -2.24 -0.03  0.43
H11 2.66 -2.96 -0.87  0.44
H12 2.27 -2.12 0.66  0.36
H13 4.75 -2.79 0.30  0.47
H14 4.78 -1.48 -0.92  0.22
H15 2.44 -0.17 2.36  0.45
H16 1.34 2.04 2.21  0.43
H17 2.28 3.76 0.70  0.43
H18 4.32 3.28 -0.59  0.41
H19 6.38 0.26 -0.18  0.35
H20 5.52 0.66 -1.67  0.26
H21 6.35 1.93 -0.77  0.50
H22 1.65 1.35 -1.83  0.50
H23 -0.61 2.32 -1.72  0.33

[2]
DFT (the ωB97M-V functional and the def2-TZVPD basis) results for one molecule with the formula C16H17NO4S in a non-equilibrium geometry.

The calculation puts the lowest unoccupied orbital energy at -0.15 eV. For the HOMO energy, the calculation gives -7.7 eV. Its SMILES is CCOC(=O)c1c(NC(=O)/C=C/c2ccco2)sc(C)c1C. The calculation puts the energy relative to the best compared isomer or geometry (same formula, charge and spin) at 71.7 kJ/mol.

Last column: Mulliken charge in e.
Atoms and positions in Å:
C1 3.46 3.93 -0.01  -1.23
C2 2.14 3.19 0.00  -0.27
O1 2.41 1.79 0.00  -0.20
C3 1.35 0.98 0.00  1.04
O2 0.21 1.42 0.00  -0.84
C4 1.67 -0.44 0.00  0.30
C5 0.65 -1.37 0.00  -0.05
N1 -0.68 -1.08 0.00  0.08
C6 -1.63 -2.07 0.00  0.44
O3 -1.28 -3.25 0.00  -0.70
C7 -3.03 -1.66 0.00  -0.29
C8 -3.48 -0.39 0.01  0.12
C9 -4.87 -0.05 0.00  -0.07
C10 -5.48 1.19 0.01  -0.59
C11 -6.87 0.95 0.00  -0.48
C12 -7.01 -0.41 -0.01  -0.40
O4 -5.82 -1.02 -0.01  -0.31
S1 1.21 -2.99 0.00  -0.29
C13 2.87 -2.42 0.00  0.74
C14 3.97 -3.42 0.00  -1.43
C15 2.96 -1.06 0.00  -0.38
C16 4.25 -0.32 0.00  -1.26
H1 4.03 3.67 -0.90  0.30
H2 4.05 3.67 0.86  0.30
H3 3.28 5.00 -0.01  0.42
H4 1.55 3.44 0.89  0.32
H5 1.53 3.43 -0.88  0.32
H6 -0.89 -0.08 0.00  0.27
H7 -3.73 -2.48 -0.01  0.47
H8 -2.82 0.46 0.02  0.28
H9 -4.98 2.14 0.02  0.50
H10 -7.65 1.68 0.01  0.45
H11 -7.89 -1.03 -0.02  0.45
H12 4.60 -3.31 -0.88  0.33
H13 4.60 -3.31 0.88  0.33
H14 3.56 -4.43 0.00  0.42
H15 4.32 0.32 0.88  0.26
H16 4.32 0.32 -0.88  0.26
H17 5.09 -1.00 0.00  0.41

[3]
DFT (the ωB97M-V functional and the def2-TZVPD basis) results for a 7-piece molecular cluster, C28H42F6O23P overall.

The calculation puts the lowest unoccupied orbital energy at 1.47 eV. For the HOMO energy, the calculation gives -3.9 eV. The total charge is -1.

Last column: Mulliken charge in e.
Atoms and positions in Å:
C1 -1.54 4.25 5.41  -0.39
C2 -2.52 3.07 5.43  -0.31
O1 -3.47 3.10 4.39  -0.47
C3 -2.86 3.08 3.10  0.70
C4 -3.69 2.20 2.17  -0.80
O2 -2.89 1.63 1.16  -0.27
C5 -2.62 2.49 0.08  -0.42
C6 -1.59 1.85 -0.86  -0.40
O3 -0.30 2.37 -0.68  -0.45
C7 0.70 1.47 -0.19  -0.52
P1 0.88 1.27 1.72  1.02
C8 1.01 0.93 3.60  -1.38
O4 2.44 2.16 1.71  -0.29
C9 2.29 3.38 2.37  -0.58
C10 0.95 3.91 1.90  -0.68
O5 0.08 2.81 1.99  -0.31
H1 -0.73 4.04 4.70  -0.23
H2 -2.05 5.15 5.05  0.08
H3 -1.08 4.39 6.38  0.48
H4 -1.97 2.12 5.43  0.31
H5 -3.11 3.09 6.36  0.38
H6 -2.77 4.11 2.74  0.19
H7 -1.86 2.64 3.15  -0.41
H8 -4.55 2.74 1.74  0.25
H9 -4.08 1.37 2.77  0.27
H10 -3.56 2.70 -0.46  0.53
H11 -2.20 3.44 0.41  0.18
H12 -1.89 2.07 -1.90  0.41
H13 -1.62 0.76 -0.73  0.06
H14 0.54 0.48 -0.62  0.28
H15 1.64 1.86 -0.59  0.07
H16 1.63 0.06 1.49  -0.23
H17 -0.36 0.50 1.73  -0.07
H18 1.99 1.18 4.02  0.30
H19 0.26 1.49 4.18  0.17
H20 0.84 -0.14 3.73  0.44
H21 2.23 3.25 3.47  0.19
H22 3.13 4.07 2.18  0.42
H23 0.56 4.75 2.50  0.44
H24 1.04 4.19 0.83  0.21
C11 0.48 -4.34 -1.72  -0.40
C12 -0.56 -3.25 -1.88  0.35
O6 -0.04 -2.22 -1.08  -0.29
C13 1.32 -2.36 -1.04  0.46
O7 2.07 -1.54 -0.65  -0.36
O8 1.67 -3.59 -1.51  -0.37
F1 -1.77 -3.64 -1.37  -0.20
H25 0.28 -4.95 -0.83  0.32
H26 0.58 -4.98 -2.59  0.10
H27 -0.70 -2.89 -2.89  0.28
C14 5.15 1.38 0.55  0.22
C15 6.06 1.88 -0.56  0.38
O9 7.27 2.15 0.12  -0.35
C16 7.31 1.35 1.23  0.63
O10 8.29 1.17 1.87  -0.55
O11 6.12 0.80 1.45  -0.32
F2 5.61 3.02 -1.14  -0.28
H28 4.63 2.20 1.05  -0.10
H29 4.42 0.65 0.24  0.05
H30 6.26 1.15 -1.35  0.27
C17 -0.12 -5.78 -7.17  -0.40
C18 1.04 -6.41 -6.42  0.27
O12 1.54 -5.32 -5.67  -0.26
C19 0.52 -4.45 -5.46  0.66
O13 0.55 -3.56 -4.68  -0.51
O14 -0.52 -4.75 -6.27  -0.33
F3 2.00 -6.86 -7.26  -0.25
H31 0.24 -5.34 -8.10  0.26
H32 -0.94 -6.46 -7.36  0.30
H33 0.77 -7.22 -5.74  0.25
C20 4.87 -4.32 -7.30  -0.42
C21 5.84 -4.37 -8.47  0.30
O15 5.10 -5.06 -9.45  -0.32
C22 3.77 -4.86 -9.20  0.67
O16 2.90 -5.10 -9.96  -0.52
O17 3.61 -4.33 -7.97  -0.22
F4 6.96 -5.06 -8.18  -0.29
H34 4.96 -5.22 -6.69  0.24
H35 4.96 -3.43 -6.68  0.30
H36 6.12 -3.39 -8.86  0.27
C23 -4.89 -5.66 0.66  -0.44
C24 -3.96 -5.80 -0.53  0.43
O18 -4.76 -6.53 -1.45  -0.33
C25 -6.07 -6.28 -1.17  0.64
O19 -6.98 -6.55 -1.88  -0.51
O20 -6.18 -5.67 0.03  -0.32
F5 -2.85 -6.52 -0.25  -0.31
H37 -4.80 -6.53 1.32  0.27
H38 -4.74 -4.74 1.22  0.29
H39 -3.67 -4.86 -0.99  0.28
C26 -4.65 7.23 6.88  -0.40
C27 -4.18 8.44 7.67  0.30
O21 -2.79 8.40 7.48  -0.32
C28 -2.54 7.76 6.29  0.68
O22 -1.50 7.77 5.73  -0.48
O23 -3.66 7.13 5.87  -0.27
F6 -4.46 8.34 8.99  -0.29
H40 -4.62 6.33 7.51  0.27
H41 -5.64 7.34 6.44  0.26
H42 -4.57 9.39 7.30  0.27

[4]
DFT (the ωB97M-V functional and the def2-TZVPD basis) results for C41H48CdN3O7PS as an isolated structure in a non-equilibrium geometry.

The calculation puts the lowest unoccupied orbital energy at 0.02 eV. For the HOMO energy, the calculation gives -7.6 eV. The calculation puts the energy relative to the best compared isomer or geometry (same formula, charge and spin) at 1.5 kJ/mol.

Last column: Mulliken charge in e.
Atoms and positions in Å:
Cd1 9.08 7.09 19.48  1.73
C1 14.41 11.52 20.23  -1.44
C2 14.93 10.11 20.10  1.23
C3 14.95 9.62 18.67  -1.62
C4 14.21 9.15 21.04  0.21
C5 14.05 7.77 20.75  -0.42
C6 13.15 6.96 21.45  -0.61
C7 12.42 7.47 22.54  1.16
C8 11.35 6.62 23.14  -1.46
C9 12.77 8.76 22.99  -0.80
C10 13.63 9.57 22.28  -0.51
H1 14.85 12.17 19.42  0.41
H2 14.71 11.94 21.18  0.39
H3 13.29 11.52 20.20  0.26
H4 15.96 10.02 20.45  0.24
H5 13.92 9.49 18.25  0.24
H6 15.46 8.71 18.46  0.44
H7 15.39 10.36 17.92  0.35
H8 14.55 7.34 19.87  0.17
H9 12.96 5.94 21.11  0.33
H10 10.46 6.50 22.53  0.09
H11 11.02 6.98 24.12  0.39
H12 11.71 5.63 23.32  0.42
H13 12.23 9.20 23.82  0.29
H14 13.90 10.56 22.63  0.24
O1 11.43 10.56 19.17  -0.65
C11 10.39 9.87 19.30  0.31
O2 10.22 8.93 20.18  -0.93
C12 9.31 10.25 18.29  -0.68
P1 7.83 9.18 18.31  1.03
C13 7.03 9.24 16.61  0.41
C14 5.68 8.79 16.65  -0.48
C15 4.84 8.88 15.54  -0.71
C16 5.39 9.25 14.30  -0.44
C17 6.73 9.71 14.26  -0.52
C18 7.57 9.73 15.40  -0.40
C19 6.63 10.12 19.31  0.03
C20 6.38 9.76 20.67  -0.17
C21 5.45 10.48 21.43  -0.64
C22 4.76 11.54 20.81  -0.44
C23 5.04 11.89 19.51  -0.70
C24 5.99 11.21 18.76  -0.28
H15 9.81 10.31 17.28  0.18
H16 8.96 11.30 18.49  0.43
H17 5.27 8.50 17.63  0.44
H18 3.81 8.53 15.57  0.37
H19 4.77 9.22 13.38  0.36
H20 7.11 10.08 13.34  0.43
H21 8.61 10.11 15.26  0.28
H22 6.92 8.90 21.06  0.24
H23 5.21 10.12 22.42  0.41
H24 3.99 12.16 21.33  0.33
H25 4.54 12.73 19.07  0.45
H26 6.19 11.53 17.75  0.44
N1 7.40 6.32 20.79  -0.87
C25 6.36 5.68 20.87  0.58
N2 5.38 4.93 21.24  -0.06
C26 5.05 4.82 22.69  -0.86
C27 4.14 6.00 23.14  -0.34
C28 2.88 6.01 22.28  -0.76
C29 3.19 6.05 20.74  -0.37
C30 4.18 4.89 20.40  -0.89
H27 5.88 4.75 23.37  0.42
H28 4.49 3.88 22.83  0.37
H29 4.68 6.97 23.04  0.15
H30 3.90 5.85 24.21  0.37
H31 2.25 6.87 22.50  0.36
H32 2.31 5.10 22.53  0.33
H33 3.70 6.99 20.53  0.17
H34 2.31 5.98 20.13  0.41
H35 4.45 4.97 19.38  0.51
H36 3.75 3.87 20.63  0.30
C31 16.24 8.43 13.09  -1.26
C32 15.01 7.64 13.23  0.80
C33 14.99 6.32 12.76  -0.70
C34 13.96 5.47 13.07  -0.48
C35 12.83 5.98 13.70  0.36
C36 12.83 7.25 14.31  -0.44
C37 13.88 8.11 14.00  -0.83
S1 11.31 5.13 13.30  1.24
O3 10.67 5.89 12.26  -0.67
O4 11.67 3.76 13.04  -0.71
N3 10.28 5.13 14.63  -0.05
C38 10.29 4.04 15.57  -0.77
C39 10.95 4.37 16.89  -0.44
C40 10.14 5.29 17.86  0.79
O5 10.83 5.95 18.67  -0.70
O6 8.88 5.35 17.79  -0.79
H37 17.14 7.74 13.14  0.34
H38 16.45 9.15 13.92  0.33
H39 16.32 8.94 12.10  0.27
H40 15.81 6.03 12.08  0.32
H41 14.02 4.39 12.92  0.42
H42 12.03 7.52 15.01  0.47
H43 13.81 9.16 14.29  0.39
H44 9.78 5.99 14.84  0.21
H45 10.83 3.20 15.11  0.42
H46 9.28 3.65 15.77  0.25
H47 11.96 4.80 16.83  0.22
H48 11.01 3.44 17.41  0.37
O7 7.75 3.54 13.03  0.04
C41 6.79 2.92 12.94  -0.05

[5]
DFT (the ωB97M-V functional and the def2-TZVPD basis) results for a 13-piece molecular cluster, C5H37N2O13 overall in a non-equilibrium geometry.

The calculation puts the lowest unoccupied orbital energy at -2.50 eV. For the HOMO energy, the calculation gives -12.1 eV. The total charge is +1. The calculation puts the energy relative to the best compared isomer or geometry (same formula, charge and spin) at 384.8 kJ/mol.

Last column: Mulliken charge in e.
Atoms and positions in Å:
N1 -0.18 1.82 2.13  0.03
C1 0.00 3.11 1.37  -0.74
C2 0.21 2.73 -0.12  -0.21
N2 0.86 1.41 -0.24  0.29
C3 0.35 -0.86 -1.04  -0.88
C4 0.59 0.63 -1.44  -0.10
C5 1.57 0.50 -2.60  -0.34
O1 2.69 0.96 -2.66  -0.56
H1 -1.20 1.68 2.12  0.32
H2 0.12 1.69 3.13  0.43
H3 0.24 1.06 1.56  0.31
H4 0.78 3.78 1.79  0.40
H5 -0.95 3.65 1.42  0.28
H6 0.97 3.44 -0.36  0.10
H7 -0.77 2.74 -0.73  0.40
H8 1.83 1.52 0.05  0.02
H9 -0.69 -1.13 -0.86  0.11
H10 0.92 -1.56 -1.65  0.63
H11 0.79 -1.00 -0.03  0.11
H12 -0.38 0.96 -1.85  0.39
H13 1.10 0.05 -3.54  0.28
H14 -3.95 0.70 -0.56  0.28
H15 -2.47 0.27 -0.62  0.25
O2 -3.34 0.07 -0.97  -0.58
H16 4.24 3.28 0.90  0.32
H17 3.82 3.02 -0.44  0.31
O3 3.86 2.51 0.40  -0.60
H18 -1.59 -1.91 -4.20  0.27
H19 -2.15 -0.91 -3.11  0.29
O4 -1.73 -1.77 -3.26  -0.56
H20 -2.23 -1.20 2.22  0.24
H21 -0.90 -1.80 2.60  0.29
O5 -1.30 -0.92 2.42  -0.45
H22 -3.22 -2.17 0.50  0.45
H23 -4.47 -2.10 1.38  0.30
O6 -3.53 -1.89 1.39  -0.67
H24 0.94 -0.58 3.21  0.32
H25 2.45 -0.39 2.97  0.29
O7 1.62 0.10 3.05  -0.68
H26 2.77 -0.24 1.32  0.32
H27 3.88 -0.78 0.36  0.34
O8 3.46 -0.91 1.21  -0.69
H28 -3.74 2.37 1.55  0.27
H29 -3.40 0.85 1.61  0.32
O9 -3.07 1.71 1.30  -0.65
H30 -0.92 -3.58 1.44  0.34
H31 0.57 -3.51 1.99  0.33
O10 -0.36 -3.59 2.22  -0.72
H32 -2.24 -3.50 -1.19  0.31
H33 -2.78 -2.15 -1.67  0.29
O11 -2.43 -2.61 -0.88  -0.72
H34 -0.24 -5.05 -2.19  0.28
H35 -0.42 -3.58 -1.66  0.36
O12 -0.36 -4.51 -1.40  -0.65
H36 2.84 2.84 -2.71  0.25
H37 3.24 4.25 -1.94  0.30
O13 2.75 3.42 -1.95  -0.61

[6]
DFT (the ωB97M-V functional and the def2-TZVPD basis) results for a 4-piece molecular cluster, CH10NO4 overall in a non-equilibrium geometry.

The calculation puts the lowest unoccupied orbital energy at 4.14 eV. For the HOMO energy, the calculation gives -4.4 eV. The total charge is -1. The calculation puts the energy relative to the best compared isomer or geometry (same formula, charge and spin) at 31.6 kJ/mol.

Last column: Mulliken charge in e.
Atoms and positions in Å:
N1 -1.30 0.98 -1.34  -0.64
C1 -1.06 -0.29 -0.67  -0.18
O1 -0.86 -0.22 0.70  -0.90
H1 -2.08 1.47 -0.93  0.24
H2 -0.51 1.59 -1.41  0.24
H3 -1.96 -0.87 -0.91  0.24
H4 -0.18 -0.73 -1.14  0.13
H5 0.99 -2.18 1.80  0.21
H6 0.19 -1.03 0.85  0.52
O2 1.01 -1.79 0.93  -0.80
H7 2.48 -1.49 -1.42  0.31
H8 2.96 -1.08 -0.06  0.35
O3 3.26 -1.14 -0.98  -0.67
H9 -1.19 1.53 1.34  0.37
H10 -0.46 2.77 1.82  0.28
O4 -1.30 2.51 1.42  -0.68